# 1
{"formula": "C34H89LiO36S11", "method": "the ωB97M-V functional and the def2-TZVPD basis", "energy_ev": -229797.4220, "spin_multiplicity": 1, "total_charge": 0, "orbital_gap_ev": 8.7, "symbols": ["S", "S", "S", "S", "S", "S", "S", "S", "S", "S", "S", "O", "O", "O", "O", "O", "O", "O", "O", "O", "O", "O", "O", "O", "O", "O", "O", "O", "O", "O", "O", "O", "O", "O", "O", "O", "O", "O", "O", "O", "O", "O", "O", "O", "O", "O", "O", "C", "C", "C", "C", "C", "C", "C", "C", "C", "C", "C", "C", "C", "C", "C", "C", "C", "C", "C", "C", "C", "C", "C", "C", "C", "C", "C", "C", "C", "C", "C", "C", "C", "C", "Li", "H", "H", "H", "H", "H", "H", "H", "H", "H", "H", "H", "H", "H", "H", "H", "H", "H", "H", "H", "H", "H", "H", "H", "H", "H", "H", "H", "H", "H", "H", "H", "H", "H", "H", "H", "H", "H", "H", "H", "H", "H", "H", "H", "H", "H", "H", "H", "H", "H", "H", "H", "H", "H", "H", "H", "H", "H", "H", "H", "H", "H", "H", "H", "H", "H", "H", "H", "H", "H", "H", "H", "H", "H", "H", "H", "H", "H", "H", "H", "H", "H", "H", "H", "H", "H", "H", "H", "H", "H"], "xyz": [[-4.50750, 0.17637, 1.26187], [4.21278, -2.10337, -4.74036], [3.90905, 2.22607, -2.73609], [-1.46089, -2.07975, 4.66118], [-0.82890, 3.34194, 3.75216], [-3.13453, 5.81806, -0.08802], [2.93799, -3.04223, 0.84532], [-2.95712, 1.70771, -4.44185], [-1.59818, -2.92273, -2.45937], [2.94593, -7.50916, 1.90988], [3.39664, 6.03144, 3.30798], [4.18110, 5.56665, 4.45424], [-2.53059, 5.40056, -1.36801], [-1.27182, 1.97637, 3.42578], [-4.40852, 0.86705, -0.28387], [2.18891, -6.47730, 0.89692], [3.47474, 4.96325, 2.01658], [4.88506, -3.60791, -4.96055], [-2.12930, 4.45064, 3.61630], [-3.39417, 0.67557, 2.01793], [2.00090, 6.31386, 3.53516], [-1.53755, -4.37011, -1.65253], [3.17002, 3.53635, -2.09250], [-0.87143, -3.53303, 4.14057], [-1.59122, -1.10935, 3.52276], [3.12121, -2.23675, -0.35668], [-1.95465, 0.62296, -5.09676], [5.38921, 2.38373, -2.90275], [-0.77790, -1.69890, 5.86302], [3.06018, 1.74563, -3.84279], [-2.32397, 6.45384, 0.99740], [5.31979, -1.46153, -3.99081], [-2.81276, -2.22240, -2.08359], [0.02201, 3.62452, 4.93180], [3.28738, -2.06727, 2.12609], [3.05198, -6.73510, 3.15295], [4.08510, -8.22892, 1.30044], [-2.70331, 2.97057, -5.12495], [-1.32137, -0.24893, -0.11423], [0.42564, 0.16053, -1.39482], [3.69843, -4.29663, 1.02885], [3.68044, -1.55367, -5.98730], [-0.32826, -2.27952, -2.19629], [-4.29212, 1.10644, -4.55307], [-5.88626, 0.30781, 1.85659], [0.17557, 1.12095, 0.67803], [-4.45377, 6.78048, -0.38984], [1.11598, 4.53931, -1.16846], [-3.14734, -2.79261, 5.00271], [-1.65300, -3.52072, -4.20558], [1.61315, -8.76112, 2.14660], [4.27302, 7.44852, 2.53202], [-2.40945, 1.65890, -2.67491], [-4.19745, -1.59446, 0.82175], [1.86593, -6.92778, -0.40874], [-5.52478, 0.67732, -1.17941], [2.40997, -5.93092, -1.43231], [0.22666, -5.58660, 4.51140], [3.67195, 1.06717, -1.33357], [-6.51935, 1.80009, -1.12409], [-4.15142, 8.16734, -0.58088], [-0.53887, 0.84542, -4.87055], [-2.65047, 5.40644, 5.72573], [-2.02878, -6.00938, -0.12131], [2.69531, -0.76179, 2.07902], [4.24593, 2.69960, 2.53826], [2.35492, -0.34272, 3.49743], [-0.26135, 0.41165, -0.28252], [4.57246, 4.09354, 1.89373], [2.76057, -2.48023, -3.58799], [1.71748, 3.70556, -2.24614], [-0.71759, -4.56942, 5.13964], [0.27732, 0.28686, -5.99807], [-2.39104, -4.64383, -0.63060], [-3.92801, 4.37385, 0.77451], [0.02515, 4.02543, 2.30783], [4.60248, -4.61754, -7.08983], [1.14953, -3.35191, 1.38286], [4.07195, -4.56325, -5.64180], [-2.10730, 5.65570, 4.37079], [-3.83062, 8.53978, -2.01735], [-1.32793, 0.28792, 2.03760], [1.45484, 4.05505, -3.24462], [-4.30885, -2.14481, 1.75599], [-0.33521, -6.29098, 3.89801], [0.51788, -2.53489, 1.03415], [4.38716, 1.32259, -0.55169], [0.72915, -6.08741, 5.33892], [0.81138, -7.10279, -0.62183], [-3.45501, -3.49440, 4.22751], [-3.40946, -4.55433, -1.00863], [0.21176, -0.78685, -6.17396], [-4.45022, 8.00707, -2.73875], [0.89556, 3.37181, 2.25079], [-1.99669, -6.72827, -0.94000], [4.78722, 3.97362, 0.83185], [5.06195, 2.01218, 2.31544], [3.98353, 0.06228, -1.61856], [-0.66414, -3.94290, -4.38455], [-6.03198, -0.26750, -0.98407], [-2.83871, 8.18810, -2.30114], [1.18916, -9.15910, 1.22468], [0.03866, 0.79056, -6.93478], [-6.83264, 2.07374, -0.11659], [3.37528, -5.50438, -1.15967], [-2.32131, -3.88660, 0.15033], [0.89197, -8.22394, 2.76259], [0.33700, 5.04777, 2.52153], [-0.29996, 1.87622, -4.60886], [1.62538, 4.40010, -0.21493], [-1.40593, 2.06689, -2.55413], [2.42511, -7.84293, -0.60347], [-2.60533, -6.45911, 0.68705], [-4.93550, -2.02786, 0.14681], [4.08213, -5.36930, -7.68330], [-3.46094, 8.58998, 0.14899], [4.31379, -3.66645, -7.53724], [4.03397, 7.61548, 1.48174], [1.00958, -5.05339, 3.97213], [-2.50048, -4.17848, -4.39852], [4.26663, -5.49429, -5.10946], [-2.54905, 0.65121, -2.28353], [1.50686, -0.88671, 3.91333], [-6.17765, 2.66986, -1.68521], [-1.03117, -5.88668, 0.30037], [-2.29831, 4.45105, 6.11472], [0.72788, -4.32823, 1.14387], [3.16241, -0.11718, 4.19399], [-1.73633, -2.59052, -4.76762], [1.31223, 0.36090, -5.66405], [-4.78257, 3.98793, 0.21873], [3.10567, -3.08993, -2.75296], [-3.29071, 3.49206, 0.70818], [-5.02548, 8.75564, -0.30157], [1.91093, 0.65045, 3.42971], [2.99579, -4.39668, -5.68908], [3.94222, 8.33493, 3.07327], [1.24246, -3.23276, 2.46233], [5.34167, 7.23504, 2.55481], [2.56295, -6.38225, -2.41261], [-3.92395, -2.03823, 5.12872], [1.27483, 5.55446, -1.53225], [-0.27098, -4.18692, 6.05742], [-5.13165, 0.58913, -2.19221], [5.45236, 4.44685, 2.43137], [1.68215, -5.14752, -1.64367], [2.00655, -3.08676, -4.08965], [-3.21773, 2.27290, -2.27768], [-3.10966, -3.35805, 5.93382], [-3.80626, 9.61192, -2.21235], [-2.73661, 6.44430, 3.95826], [0.06069, 4.35590, -0.96642], [-1.57485, -5.16674, 5.45015], [-0.67282, 3.76568, 1.51191], [-3.73747, 5.45857, 5.78757], [2.63173, 1.07701, -1.00809], [3.45143, -0.07650, 1.69591], [1.31986, 2.69986, -2.10988], [2.06100, -9.56973, 2.72425], [5.68786, -4.70010, -7.14672], [-1.08016, 6.00036, 4.49031], [4.09435, 2.71684, 3.61753], [-4.20176, 4.59251, 1.80667], [2.45683, -1.54214, -3.12342], [-3.19689, -1.74678, 0.41707], [-7.45083, 1.46172, -1.57791], [3.36027, 2.30970, 2.03658], [1.85171, -0.68106, 1.39351], [0.04883, -0.70545, -1.56715], [-2.32771, 6.12659, 6.47759], [-0.30700, 0.41087, -3.89818]], "forces_ev_per_angstrom": [[-3.0, -0.6, -1.2], [1.6, 0.3, 1.5], [0.7, -1.8, -0.2], [-2.0, -0.2, -1.5], [1.4, 1.9, -0.3], [0.9, -0.2, 1.6], [0.8, -1.1, 1.3], [-0.2, -0.7, -1.1], [-0.7, -0.3, 0.8], [0.2, -0.7, 0.6], [0.9, -0.7, 0.0], [-0.8, 0.5, -2.1], [-1.1, 0.9, 2.5], [0.1, 2.3, 1.0], [0.1, -0.6, 2.5], [0.0, -0.8, 1.1], [-1.1, 1.8, 1.6], [-1.7, 1.9, 0.4], [0.5, -2.3, -0.2], [-0.3, 0.1, -0.5], [1.0, -0.1, -0.8], [2.2, 1.6, -3.1], [1.1, 0.3, -0.5], [-0.6, 1.7, 0.1], [0.8, -3.0, 2.5], [-0.7, -1.2, 1.1], [-0.5, 0.4, 0.2], [-4.2, 0.5, 0.4], [-0.4, -0.1, -0.9], [1.5, 1.0, 1.5], [-1.5, -1.0, -2.9], [-2.9, -0.9, -1.7], [1.1, -1.1, -0.6], [-2.4, -0.9, -1.8], [-0.1, -1.6, -1.4], [0.1, -1.5, -2.3], [-2.2, 2.0, 1.0], [-0.3, -1.3, 1.5], [-0.7, -0.5, -0.2], [0.7, 1.0, 0.1], [-1.5, 3.2, -0.4], [0.8, -1.0, 1.8], [-0.7, -1.0, -0.8], [2.0, 0.9, 0.5], [3.8, -0.3, -2.0], [0.5, 0.2, -1.3], [1.5, -1.1, 0.5], [0.9, 1.2, 0.2], [0.2, 0.6, 0.4], [0.5, 1.0, 1.3], [0.8, 0.8, 0.5], [-0.5, -0.4, 0.1], [-1.4, 0.5, -1.4], [-0.2, 0.3, 0.6], [1.7, -0.3, -1.8], [-0.5, -0.4, 0.0], [-0.3, 0.3, -0.5], [0.2, 0.6, 0.5], [0.6, 0.3, -0.5], [-0.6, 0.3, 0.0], [-0.7, 1.8, -0.2], [0.0, -0.4, 1.1], [-0.5, -0.3, 1.9], [0.7, -0.4, 0.3], [0.7, 0.9, 0.7], [0.0, 0.7, -1.1], [-1.2, 1.2, -0.4], [-0.7, 0.0, 3.7], [0.7, -2.1, 1.4], [1.5, -0.2, -0.2], [-0.3, -2.5, -0.1], [1.4, -1.0, 0.3], [0.3, -0.2, 0.2], [-2.6, 0.2, 1.7], [-0.3, 0.0, -1.2], [-0.2, -1.7, 1.1], [-0.9, 0.4, 0.2], [0.9, 0.7, -0.2], [1.3, -1.0, -1.4], [0.8, 0.4, 1.1], [1.1, -0.9, -0.5], [0.1, 0.5, -0.5], [0.4, 0.0, 0.0], [0.1, 0.2, 0.2], [0.3, 0.0, -0.2], [0.1, -0.1, -0.3], [-0.3, 0.5, 0.1], [-0.1, -0.4, -0.2], [-0.2, 0.0, 0.8], [0.4, 0.3, -0.3], [-0.3, -0.3, 0.1], [-0.7, -0.1, 0.2], [-0.5, 0.3, 0.2], [0.1, 0.1, -0.3], [0.1, 0.0, 0.0], [-0.1, 0.2, 0.0], [0.1, 0.0, 0.0], [-0.2, 0.1, -0.5], [-0.2, -0.3, 0.0], [0.1, -0.1, 0.3], [0.3, 0.0, 0.2], [0.2, 0.3, 0.0], [0.4, 0.1, 0.1], [0.4, 0.0, 0.1], [-0.2, 0.0, 0.3], [0.2, 0.0, 0.3], [-0.2, -0.2, -0.2], [-0.5, -0.1, -0.3], [-0.3, 0.5, -1.0], [0.2, 0.0, 0.0], [-0.3, 0.0, 0.0], [-0.2, -0.3, 0.2], [-0.5, 0.5, -0.1], [-0.1, 0.6, -0.1], [0.2, -0.3, 0.1], [0.7, -0.7, -0.1], [0.2, 0.1, -0.1], [-0.5, -0.5, 0.1], [-0.1, -0.3, -0.2], [0.2, 0.0, 0.3], [-0.2, -0.1, 0.0], [0.3, -0.1, -0.2], [0.5, -0.6, 0.3], [0.0, 0.1, 0.2], [0.3, -0.3, -0.1], [-0.2, -0.1, 0.0], [0.5, 0.1, -0.3], [0.2, -1.0, -0.1], [-0.1, 0.0, -0.1], [0.3, 0.6, -0.5], [-0.3, 0.7, -0.1], [0.5, 0.0, -0.1], [0.8, 0.5, 0.2], [-0.7, -0.7, 0.0], [-0.2, 0.3, -0.4], [0.0, 0.5, 0.4], [0.4, -0.1, 0.3], [0.0, -0.3, -0.1], [-0.1, 0.1, 0.5], [-0.1, -0.5, 0.0], [0.4, 0.3, -0.1], [-0.4, 0.4, 0.7], [0.0, 0.5, -0.2], [0.4, 0.0, 0.1], [0.1, 0.5, -0.2], [0.1, 0.4, 0.3], [-0.1, 0.7, -0.3], [0.4, 0.3, 0.6], [0.4, 0.2, 0.0], [-0.4, 0.0, 0.3], [0.3, -0.4, -1.1], [0.0, -0.1, -0.5], [-0.9, 0.8, -0.4], [0.3, 0.6, -0.3], [-0.1, -0.4, -0.3], [0.1, 0.1, 0.0], [0.0, 0.0, -0.2], [-0.2, -0.2, -0.4], [0.0, 0.1, 0.0], [-0.2, -0.3, 0.1], [0.1, 0.2, -0.4], [0.0, 0.3, -0.1], [0.3, 0.3, -0.3], [-0.3, 0.1, -0.6], [0.0, 0.6, 0.0], [0.0, 0.0, -0.3], [-0.2, -0.1, 0.1], [-0.1, -0.2, 0.2], [0.0, -0.7, -1.2], [0.3, 0.3, -0.2], [0.1, -0.8, -0.1]]}

# 2
{"formula": "C24H51NO7P2", "method": "the ωB97M-V functional and the def2-TZVPD basis", "energy_ev": -60114.8749, "spin_multiplicity": 1, "total_charge": 0, "orbital_gap_ev": 8.5, "relative_energy_kj_mol": 81.05, "smiles": "CCCCCCCCCCCCC[C@H](OC(=O)N=C(C)C)[PH2]=O.CCOP(=O)(OCC)OCC", "symbols": ["P", "P", "O", "O", "O", "O", "O", "O", "O", "N", "C", "C", "C", "C", "C", "C", "C", "C", "C", "C", "C", "C", "C", "C", "C", "C", "C", "C", "C", "C", "C", "C", "C", "C", "H", "H", "H", "H", "H", "H", "H", "H", "H", "H", "H", "H", "H", "H", "H", "H", "H", "H", "H", "H", "H", "H", "H", "H", "H", "H", "H", "H", "H", "H", "H", "H", "H", "H", "H", "H", "H", "H", "H", "H", "H", "H", "H", "H", "H", "H", "H", "H", "H", "H", "H"], "xyz": [[3.55847, 3.98879, 4.09199], [-1.66675, -3.60114, 0.43521], [-5.23774, -0.88847, 0.84768], [4.86741, 3.08905, 3.74191], [-0.59855, -2.75998, -0.14816], [-3.29484, -1.54321, -0.15390], [4.15639, 5.19718, 4.71656], [2.90927, 3.14657, 5.34831], [2.77851, 3.21062, 2.90651], [-4.84222, -0.25067, -1.32839], [-1.34592, -1.50437, -4.51129], [-2.85430, -3.26477, -2.66058], [-5.07130, 2.13804, -1.14289], [-2.55543, -2.30087, -5.00921], [1.93067, -0.37582, 0.30299], [3.14434, -1.24690, -0.13319], [-4.27428, 0.89667, -1.49407], [-4.32074, -3.78599, -0.55798], [1.12950, -1.17204, -4.51480], [-2.87099, 1.07900, -1.99244], [6.18572, 3.59615, 3.94250], [0.79301, 4.18010, 6.05093], [2.67669, -1.77887, -2.60667], [1.37729, 2.97403, 2.85812], [6.67270, 3.34807, 5.35770], [2.22183, 3.81286, 6.40383], [-2.87096, -3.55102, -4.17998], [-3.37640, -2.90060, 0.25948], [0.01061, -2.17549, -4.83365], [-4.50919, -0.89965, -0.12350], [0.59337, 4.20628, 2.44069], [2.72997, -2.30160, -1.16869], [-3.80449, -4.24495, -1.94856], [1.36798, -1.06293, -2.97670], [5.91735, 3.60001, 6.10107], [2.21344, 3.12140, 7.24796], [0.76124, 4.84073, 5.18263], [-2.84322, 1.65910, -2.91655], [-2.17620, -4.36131, -4.42095], [-1.76404, -4.87569, -0.17127], [3.90350, -0.58455, -0.55235], [2.76913, 4.70188, 6.72265], [-3.17110, -2.22987, -2.54115], [2.77054, -2.64989, -3.26311], [-3.34585, -5.23632, -1.93308], [1.36280, -0.01487, -2.66976], [-2.36045, -2.59326, -6.04621], [-2.37362, 0.11986, -2.09968], [-1.83201, -3.41079, -2.30948], [-3.77626, -2.89341, 1.28467], [1.81939, -2.82423, -0.87226], [-3.40829, -1.61538, -5.04810], [0.31758, 4.69528, 6.88680], [-1.41711, -3.84313, 1.80425], [-0.47304, 4.05500, 2.61159], [0.19960, 3.29298, 5.82626], [-5.62296, 2.45375, -2.03261], [0.50882, -1.53196, -2.48932], [-4.46174, -4.69450, 0.03829], [2.04072, -1.56876, -4.97349], [0.74026, 4.40772, 1.37899], [0.92077, 5.09488, 2.98392], [-1.38672, -1.26827, -3.44775], [3.52162, -3.06373, -1.15174], [-5.79736, 1.82361, -0.39551], [3.51113, -1.11466, -2.84735], [7.57088, 3.93318, 5.56070], [0.00212, -2.39958, -5.90218], [3.55571, -1.73002, 0.75390], [1.82131, -0.30403, 1.38405], [1.01812, 2.54414, 3.79195], [2.00200, 0.61297, -0.15754], [6.23284, 4.65368, 3.68669], [0.94658, -0.19309, -4.96184], [-2.31625, 1.65465, -1.24165], [6.91265, 2.29243, 5.49737], [-1.32199, -0.53897, -5.03028], [-3.85418, -3.91073, -4.49707], [0.11032, -3.06354, -4.20471], [1.01290, -0.80790, -0.09967], [-5.31320, -3.35506, -0.68908], [1.23227, 2.19788, 2.10448], [-4.68284, -4.34114, -2.59079], [6.83494, 3.07461, 3.23741], [-4.44178, 2.93480, -0.74880]], "forces_ev_per_angstrom": [[3.2, -4.6, 2.7], [0.5, 0.7, -0.7], [1.1, -0.4, -1.0], [-0.3, 0.3, -0.4], [0.2, 0.1, -0.1], [0.0, -0.1, -0.5], [-2.1, 1.3, -1.8], [-0.5, 0.6, -0.9], [-0.3, 2.1, 0.0], [0.4, 0.5, 1.5], [0.5, -0.2, -0.7], [-0.5, -0.8, -1.0], [0.0, -0.5, -0.3], [0.4, 0.2, 0.2], [0.1, -0.1, -0.7], [-1.1, 0.3, 0.3], [-0.2, 0.3, -0.3], [0.8, -0.9, -0.6], [0.4, -0.7, 0.4], [0.2, -0.1, 0.8], [0.2, 0.1, 0.2], [0.0, -0.1, -0.1], [-0.9, -0.2, 0.3], [-0.7, 0.0, -0.3], [0.0, -0.2, 0.1], [-0.1, 0.1, 0.5], [0.0, 0.2, 0.0], [-0.6, -0.4, 1.4], [-0.8, 1.4, 0.4], [-1.2, -0.3, -0.1], [0.1, 0.0, -0.1], [1.6, 0.0, 0.1], [-0.2, 0.7, -0.2], [-0.1, -0.1, -0.9], [0.0, 0.2, -0.1], [0.1, -0.1, -0.1], [0.0, 0.1, 0.1], [-0.1, 0.0, 0.0], [0.1, 0.1, 0.0], [-0.2, 0.0, 0.4], [0.2, -0.2, 0.0], [0.1, 0.0, -0.2], [0.0, 0.0, 0.4], [0.0, 0.1, -0.1], [0.0, 0.0, 0.2], [0.1, 0.0, 0.1], [-0.1, 0.0, 0.0], [-0.1, 0.0, -0.2], [0.0, 0.4, 0.2], [0.0, 0.0, 0.0], [-0.2, 0.3, -0.1], [-0.2, -0.2, 0.2], [0.1, 0.0, 0.0], [-0.5, -0.2, -0.1], [0.0, 0.0, 0.0], [0.0, 0.0, 0.0], [0.1, 0.3, 0.1], [0.2, 0.0, 0.3], [-0.2, 0.1, 0.1], [0.1, 0.3, 0.0], [0.0, 0.0, 0.0], [-0.1, 0.0, 0.1], [-0.2, -0.1, 0.0], [-0.1, 0.0, 0.0], [-0.1, 0.1, 0.0], [0.1, -0.1, 0.2], [0.0, 0.0, 0.0], [0.1, -0.4, 0.1], [0.1, 0.0, -0.1], [0.1, 0.2, 0.0], [0.2, 0.2, 0.2], [0.0, 0.1, 0.3], [-0.1, 0.0, 0.1], [-0.2, -0.1, -0.1], [0.0, 0.1, -0.1], [0.0, 0.0, 0.0], [-0.2, 0.0, 0.0], [0.0, 0.0, 0.1], [0.2, -0.2, -0.3], [0.0, -0.1, 0.2], [0.1, 0.4, 0.3], [0.3, 0.0, 0.0], [0.0, -0.1, 0.1], [-0.2, -0.1, -0.1], [0.0, 0.1, -0.3]]}